P) Computed, not measured: CH2ClN2OP in the gas phase, with ωB97M-V with the def2-TZVPD basis set.

CARTESIAN COORDINATES (ANGSTROEM)
C: -1.07 0.24 0.02
Cl: 2.11 1.22 -0.03
N: 1.79 -1.80 -0.07
N: -0.23 -0.08 1.10
H: -1.98 -0.48 -0.15
O: -0.21 -0.04 -1.10
H: -1.44 1.35 0.20
P: 1.03 -0.43 0.02

HOMO level (alpha / beta) (eV): -10.824 / -10.278
LUMO energy (alpha / beta) (eV): -2.60 / -2.28
Kohn-Sham gap (alpha / beta) (Ha): 0.3022 / 0.2941
2S+1: 1

***

Q) Computed, not measured: CH2ClN2OP in the gas phase, with ωB97M-V with the def2-TZVPD basis set.

CARTESIAN COORDINATES (ANGSTROEM)
Cl: 1.10 -2.78 0.69
C: 0.08 1.07 -0.50
N: -0.67 -0.66 0.83
N: -0.48 0.51 0.78
H: 0.94 1.88 0.07
P: -0.73 -2.14 0.34
O: 0.37 0.22 -1.47
H: -0.61 1.90 -0.74

HOMO level (eV): -8.595
LUMO energy (eV): -1.56
Kohn-Sham gap (Ha): 0.2585
2S+1: 1

***

Question: of the structures shown, which is the least stable? Reply: Q).